{
  "formula": "C27H27N4",
  "method": "ωB97M-V/def2-TZVPD",
  "lumo_ev": -4.60,
  "total_charge": 1,
  "energy_ev": -34390.695,
  "largest_force_ev_per_a": 2.2,
  "e_homo_ha": -0.388,
  "species": ["C", "H", "H", "N", "H", "C", "H", "C", "H", "C", "H", "C", "C", "H", "H", "H", "C", "H", "H", "C", "H", "C", "C", "N", "H", "C", "H", "H", "H", "C", "C", "C", "C", "H", "C", "C", "H", "H", "H", "C", "H", "H", "H", "C", "C", "C", "C", "H", "C", "N", "N", "H", "C", "C", "C", "H", "C", "H"],
  "coordinates": [[-0.453617, 2.318454, 9.416145], [-0.521323, 5.026605, -1.558009], [-4.107117, -1.194224, -1.513663], [-3.615468, -1.320289, 0.532444], [-5.367707, -0.631571, -0.412044], [-0.060264, 6.765749, 1.289826], [0.089900, 1.296730, 6.747201], [-1.373269, 1.303309, 9.121122], [-0.864841, 7.505253, 1.149373], [-2.156422, -4.009965, 3.333873], [-2.596833, -0.305107, 9.882107], [-1.682736, -2.687894, 3.228472], [-3.168721, -4.490034, 2.483004], [-2.956617, 0.683896, 0.187742], [-3.518336, -5.516445, 2.594508], [-2.878604, 2.155602, 1.956053], [-1.728457, 3.822852, 1.253756], [-0.118106, -0.189824, 2.872200], [-0.088928, 2.959849, 8.609875], [-1.902214, 0.498579, 10.137474], [1.394949, 1.582530, 1.858038], [-3.737701, -3.663349, 1.493979], [-1.949371, -0.495638, 1.847776], [-1.784280, 1.100089, 7.772789], [-3.913457, 0.785391, 7.976092], [-4.584156, -1.389796, -0.542995], [-5.032949, -2.384012, -0.551122], [0.631116, 3.337736, 10.978168], [-0.898387, -2.274378, 3.866142], [-3.269881, -2.357466, 1.419645], [-1.879989, 2.534453, 1.734339], [-2.246065, -1.868464, 2.264376], [0.690292, 3.489659, 1.152090], [-3.785380, 0.510898, 5.235407], [-0.439225, 4.320324, 0.935252], [-0.972605, 1.125425, 6.648434], [-1.729292, -4.672648, 4.087123], [-0.036033, 6.448007, 2.338297], [-1.869553, 0.051042, 12.248759], [-1.483477, 0.698297, 11.462203], [0.600589, 6.402627, -1.303238], [0.891403, 7.257289, 1.033016], [-4.513319, -3.997110, 0.806200], [-2.867381, -0.215895, 0.794063], [-0.065893, 2.533485, 10.746246], [-0.904595, 0.305454, 2.298899], [-0.759194, 1.683198, 1.924429], [-0.256509, 1.875513, 12.796759], [-3.070520, 0.819446, 7.314543], [-1.672850, 0.877933, 5.548060], [-0.279474, 5.617137, 0.435134], [1.680880, 3.877004, 0.903358], [-0.343017, 5.937717, -0.975666], [-2.990701, 0.702203, 5.942138], [0.531124, 2.221529, 1.671943], [-1.152031, 6.660367, -1.167879], [-0.573026, 1.717204, 11.765460], [-2.593339, 4.471884, 1.089152]],
  "atomic_forces_ev_per_a": [[-0.225, -0.059, 0.282], [0.047, 0.262, 0.037], [-0.017, -0.216, 0.332], [1.093, 1.831, 0.428], [0.169, -0.310, 0.135], [0.011, -0.201, 0.118], [-0.105, -0.046, -0.203], [0.067, 0.138, 0.524], [0.136, -0.103, 0.156], [0.066, 0.515, -0.119], [0.217, 0.273, 0.120], [-0.198, -0.476, 0.059], [-0.047, 0.526, -0.289], [0.009, -0.377, 0.112], [0.106, 0.304, -0.080], [0.279, 0.160, 0.147], [0.589, 0.152, -0.225], [-0.175, 0.267, -0.031], [-0.090, -0.191, 0.317], [0.384, 0.101, 0.157], [-0.123, 0.196, -0.096], [0.142, -0.012, 0.321], [0.114, 0.083, 0.534], [-0.207, -0.204, -1.291], [-0.058, -0.017, 0.157], [-0.406, 0.104, -0.522], [0.037, 0.240, -0.062], [-0.170, -0.220, -0.041], [-0.249, -0.399, -0.027], [0.635, -0.026, 0.536], [0.067, -0.473, -0.201], [-0.152, -0.196, -0.570], [-0.509, 0.447, -0.048], [0.122, -0.001, 0.100], [-0.056, -0.636, 0.261], [-1.551, -0.352, 0.206], [-0.147, 0.182, -0.233], [0.015, 0.186, -0.203], [0.088, 0.197, -0.187], [0.007, 0.230, -0.490], [-0.174, -0.153, -0.061], [-0.139, -0.054, 0.176], [0.187, -0.185, 0.322], [-0.580, -1.330, -0.213], [-0.222, -0.405, -0.264], [-0.777, -0.351, -0.687], [0.200, 1.019, -0.154], [-0.101, -0.040, -0.294], [0.592, 0.183, -0.574], [0.397, 0.170, 0.412], [0.064, 0.474, -0.191], [-0.338, -0.117, 0.128], [-0.052, -0.221, 0.061], [0.959, 0.173, 1.125], [-0.306, -0.611, 0.299], [0.101, -0.183, -0.089], [-0.051, -0.018, -0.261], [0.326, -0.231, 0.145]],
  "nbo_charge": [-0.23, 0.21, 0.23, -0.28, 0.23, -0.39, 0.21, 0.14, 0.19, -0.19, 0.23, -0.20, -0.19, 0.24, 0.24, 0.21, -0.24, 0.24, 0.22, -0.23, 0.22, -0.21, -0.20, -0.36, 0.23, -0.42, 0.23, 0.23, 0.23, 0.11, -0.10, 0.01, -0.23, 0.21, 0.25, 0.18, 0.23, 0.21, 0.23, -0.19, 0.19, 0.19, 0.23, 0.16, -0.19, 0.12, -0.17, 0.23, -0.08, -0.50, -0.51, 0.24, -0.39, -0.11, -0.13, 0.19, -0.21, 0.24]
}

{
  "formula": "C27H27N5O4S",
  "method": "ωB97M-V/def2-TZVPD",
  "de_lowest_kj_mol": 7.5,
  "lumo_ev": 0.49,
  "energy_ev": -54913.229,
  "largest_force_ev_per_a": 0.9,
  "smiles": "Cc1ccc(C)c(OCc2nc3ccc(S(=O)(=O)Nc4c(C)n(C)n(-c5ccccc5)c4=O)cc3[nH]2)c1",
  "e_homo_ha": -0.305,
  "species": ["C", "H", "C", "C", "N", "C", "H", "C", "C", "C", "C", "C", "H", "H", "O", "N", "C", "C", "H", "O", "C", "N", "H", "H", "H", "O", "C", "H", "C", "N", "H", "H", "H", "H", "C", "C", "C", "H", "C", "C", "H", "H", "H", "C", "N", "H", "C", "H", "O", "H", "C", "S", "C", "C", "C", "H", "H", "H", "H", "H", "H", "H", "C", "C"],
  "coordinates": [[-0.660692, 1.583309, 0.529878], [-1.866061, -1.900240, -1.076997], [-1.866638, 0.044854, -2.874387], [1.841509, -4.199895, -0.923800], [1.644116, 1.892959, -0.080317], [1.983843, 0.718054, -0.734361], [5.441690, 3.237570, 0.083533], [-2.835057, -0.134299, -1.749125], [3.861028, 1.813684, -0.041665], [2.768940, 3.395388, 1.485215], [0.353663, 2.415642, 0.069733], [3.429641, 0.700710, -0.698890], [3.916531, -0.844477, -1.915588], [-5.546752, 1.256636, -0.289314], [-3.341871, -2.369428, 1.158613], [4.258231, -0.353400, -1.100785], [0.723729, -3.772358, -0.214724], [-4.551361, -0.475161, 0.446929], [1.769507, -5.024508, -1.613269], [1.183366, -0.062583, -1.230835], [-3.881428, 0.745408, -1.527789], [-0.458746, -2.533433, 1.187978], [2.906576, 2.770275, 2.373264], [-2.047501, 0.979205, -3.399617], [5.429957, 2.010855, 1.367076], [4.662180, -0.685943, 1.362656], [0.082328, 3.748448, -0.226484], [-5.827837, -1.675761, 1.665342], [5.250300, 2.189740, 0.307691], [2.786217, 2.608772, 0.273266], [-1.404963, 5.277018, -0.271237], [-4.875694, -0.504752, 2.559570], [3.919980, -3.764981, -1.261540], [-0.442022, 0.545524, 0.720827], [-3.499450, -1.372305, 0.215164], [-2.712609, -3.565631, 0.767506], [-1.195288, 4.243397, -0.039089], [1.819444, 3.921114, 1.563707], [3.016711, -3.506222, -0.731710], [-2.669749, -1.208264, -0.880411], [3.574851, 4.124564, 1.435816], [-0.848178, 0.044920, -2.486623], [-1.950276, -0.777557, -3.584022], [-2.200752, 3.419787, 0.438862], [-0.570451, -4.214337, -0.269807], [-0.789224, -1.829927, 1.827768], [-1.932230, 2.089690, 0.716409], [-2.714660, 1.445364, 1.083889], [5.682544, -2.248960, -0.249241], [-2.906553, -4.266364, 1.588730], [3.076553, -2.441356, 0.161953], [4.562570, -1.455959, 0.155553], [2.000434, -2.010933, 0.906912], [-1.238706, -3.455894, 0.548830], [-5.438872, -0.659318, 1.639480], [-3.195100, 3.811157, 0.588878], [-3.159087, -3.974345, -0.147942], [-4.033912, 1.579946, -2.196004], [5.929730, 1.558092, -0.256904], [2.106590, -1.181571, 1.587813], [0.866386, 4.382152, -0.614166], [-6.269592, 0.041021, 1.613752], [0.812867, -2.690883, 0.701643], [-4.730730, 0.565808, -0.447609]],
  "atomic_forces_ev_per_a": [[0.156, 0.056, 0.002], [0.117, -0.052, -0.038], [0.070, -0.023, -0.021], [-0.004, 0.174, 0.075], [0.239, -0.262, 0.162], [-0.003, 0.006, -0.021], [0.033, 0.044, -0.021], [-0.196, 0.087, -0.009], [-0.357, -0.021, -0.517], [-0.044, -0.033, 0.394], [-0.407, 0.309, -0.028], [-0.120, 0.644, 0.353], [0.019, -0.113, -0.182], [-0.099, 0.060, 0.047], [-0.017, 0.368, 0.028], [0.270, -0.338, 0.596], [0.236, 0.631, 0.529], [0.018, -0.130, 0.121], [0.012, -0.107, -0.082], [-0.063, -0.066, -0.154], [0.044, -0.068, -0.095], [-0.313, 0.015, 0.138], [-0.051, 0.013, 0.025], [0.005, 0.056, -0.074], [0.071, 0.009, 0.063], [-0.305, 0.012, -0.078], [0.103, -0.174, -0.079], [-0.081, -0.031, 0.090], [-0.113, 0.001, 0.111], [0.290, 0.016, -0.425], [-0.015, 0.084, -0.013], [-0.043, -0.014, 0.124], [0.054, -0.140, -0.103], [0.036, -0.133, 0.025], [-0.123, 0.240, -0.095], [-0.177, -0.420, -0.014], [-0.058, 0.051, 0.043], [0.123, 0.010, 0.003], [0.095, -0.253, -0.202], [0.025, -0.152, 0.122], [-0.032, -0.002, -0.009], [0.081, 0.044, -0.041], [0.008, -0.031, -0.106], [-0.050, 0.042, 0.009], [-0.579, -0.276, -0.187], [-0.025, -0.034, -0.063], [0.049, 0.042, 0.044], [-0.071, -0.097, -0.002], [-0.271, -0.155, -0.283], [0.037, 0.074, -0.175], [0.552, 0.408, 0.182], [0.076, -0.158, -0.088], [-0.089, 0.044, 0.234], [0.177, 0.005, 0.089], [0.059, -0.066, -0.033], [-0.110, 0.042, 0.006], [0.098, 0.068, 0.116], [0.019, 0.095, -0.082], [0.070, 0.002, -0.015], [-0.038, 0.128, 0.089], [0.087, 0.038, -0.031], [-0.051, 0.038, 0.019], [0.526, -0.457, -0.495], [0.046, -0.149, 0.020]],
  "nbo_charge": [-0.16, 0.23, -0.65, -0.20, -0.27, 0.59, 0.22, 0.02, 0.26, -0.42, 0.12, -0.04, 0.41, 0.21, -0.52, -0.84, 0.10, -0.09, 0.23, -0.67, -0.23, -0.55, 0.20, 0.21, 0.24, -0.95, -0.24, 0.22, -0.67, -0.20, 0.22, 0.22, 0.24, 0.22, 0.36, -0.11, -0.21, 0.23, -0.21, -0.32, 0.22, 0.26, 0.22, -0.21, -0.46, 0.43, -0.21, 0.23, -0.93, 0.22, -0.36, 2.30, -0.21, 0.37, -0.62, 0.21, 0.21, 0.21, 0.26, 0.24, 0.22, 0.21, 0.17, -0.20]
}

{
  "formula": "C27H27N5O4S4Tl",
  "method": "ωB97M-V/def2-TZVPD",
  "de_lowest_kj_mol": 3.3,
  "lumo_ev": [4.03, 4.03],
  "total_charge": -2,
  "energy_ev": -92111.483,
  "largest_force_ev_per_a": 0.4,
  "s2": 0.7788,
  "multiplicity": 2,
  "e_homo_ha": [0.016, -0.055],
  "species": ["C", "H", "H", "C", "H", "C", "H", "H", "C", "H", "C", "H", "S", "C", "C", "H", "C", "H", "C", "H", "N", "H", "C", "H", "H", "C", "H", "C", "H", "C", "Tl", "H", "H", "C", "H", "N", "S", "C", "C", "C", "H", "N", "N", "O", "H", "C", "C", "H", "C", "S", "O", "H", "N", "H", "C", "C", "H", "O", "H", "C", "C", "C", "S", "C", "H", "O", "H", "C"],
  "coordinates": [[3.577179, -4.917583, -2.189071], [1.929595, 5.342307, 5.687398], [-2.638402, 3.950062, -1.583657], [1.315386, 4.804430, 2.399100], [-3.963927, 6.062062, 0.965073], [0.184609, 0.003822, 5.504218], [-2.219666, -0.380761, 3.135044], [-5.605394, 4.308246, 1.555903], [-4.167535, -0.705660, 0.825093], [-0.533123, 2.353803, 3.861531], [0.440330, 3.739345, 2.529872], [-2.681569, 0.760319, -1.727291], [1.095985, -3.226482, -1.096489], [-1.891144, 3.414893, 1.240939], [-1.240006, -0.327986, 3.606589], [0.338155, 0.255997, 6.549127], [-1.429151, 1.757812, -3.783912], [2.265554, -0.259681, 5.098414], [-2.005800, 4.539718, -3.568229], [4.368521, -4.955990, -2.939073], [-1.966576, 2.354552, -2.666583], [3.072365, -1.325236, 2.981960], [-2.289934, 4.725636, 1.018613], [-0.752828, 2.257921, -5.743940], [2.673928, -4.487595, -2.622131], [2.598898, -3.027457, -0.278250], [2.527476, 6.224658, 3.454420], [1.506933, 4.894260, 4.795851], [-4.846719, 1.952460, 1.904581], [-2.797393, 2.418515, 1.558009], [-0.252441, -0.720766, 0.104337], [1.561734, 5.159042, 1.406432], [-2.853549, -1.281864, -1.176861], [-1.127663, -0.061380, 4.962141], [-2.224071, 5.589012, -3.441965], [-0.212350, -0.558456, 2.793943], [-1.091195, 0.127623, -3.875304], [2.083263, -1.185066, 2.545218], [1.055576, -0.636999, 3.339406], [-1.456596, 4.012542, -4.754995], [-2.475799, 1.388627, 1.669740], [-3.504356, -0.586313, -1.540131], [2.889221, -2.342730, 0.779686], [-2.178855, 1.659939, -1.524776], [0.405303, 3.395190, 5.878393], [-1.185368, 2.684018, -4.850724], [-4.144540, 2.747151, 1.683985], [-2.010525, 0.098477, 5.566978], [0.646039, 3.808439, 4.907072], [-0.167875, 2.976983, 1.012937], [-3.013543, -1.173783, 0.965675], [-3.749981, -0.849826, -2.485077], [1.842741, -1.637612, 1.325673], [-5.161210, 0.422927, -0.713897], [-3.632703, 5.044223, 1.137197], [-4.646798, -0.535991, -0.629284], [3.358708, -5.925322, -1.834820], [0.350926, 3.840556, -0.090245], [-1.548309, 5.464517, 0.737848], [1.843947, 5.388675, 3.544160], [0.108505, 3.223643, 3.772454], [-4.554664, 4.055500, 1.473345], [4.119698, -3.842373, -0.848859], [1.254893, -0.271343, 4.703420], [-1.241146, 4.666682, -5.591596], [-4.975353, -0.340051, 1.703460], [-5.378683, -1.328847, -0.821518], [-2.241228, 3.672167, -2.549061]],
  "atomic_forces_ev_per_a": [[-0.047, 0.033, 0.020], [-0.001, 0.001, -0.003], [0.010, -0.017, -0.005], [-0.050, 0.079, 0.085], [-0.002, -0.003, 0.001], [-0.088, 0.026, -0.003], [0.016, 0.023, -0.016], [0.001, -0.002, 0.003], [0.117, 0.182, 0.176], [-0.047, -0.045, 0.002], [0.086, 0.072, -0.104], [0.058, -0.158, 0.381], [0.100, 0.013, -0.036], [-0.005, -0.026, 0.030], [-0.051, 0.040, -0.001], [0.000, -0.003, 0.002], [0.016, 0.165, -0.079], [-0.002, 0.000, 0.001], [0.003, -0.026, -0.030], [0.017, 0.007, 0.031], [-0.010, 0.198, 0.012], [0.003, -0.012, -0.010], [-0.025, 0.000, 0.031], [-0.005, -0.001, -0.003], [-0.005, -0.020, -0.018], [0.032, -0.035, 0.102], [0.002, -0.001, 0.006], [0.002, -0.011, 0.016], [-0.018, -0.029, 0.015], [-0.013, 0.012, -0.031], [0.251, -0.266, 0.155], [0.004, -0.026, -0.011], [0.049, 0.146, 0.053], [0.112, 0.083, 0.028], [0.004, 0.004, -0.006], [-0.089, -0.030, 0.038], [-0.088, -0.024, 0.007], [-0.040, -0.009, -0.003], [-0.009, -0.010, -0.087], [-0.010, 0.079, 0.009], [0.011, -0.017, 0.020], [-0.005, 0.060, -0.366], [-0.072, 0.055, -0.109], [-0.045, -0.210, -0.097], [-0.007, -0.001, -0.004], [-0.001, -0.099, 0.020], [-0.007, -0.007, -0.028], [0.010, 0.002, -0.011], [0.010, 0.008, 0.028], [0.104, -0.032, -0.152], [-0.187, -0.033, 0.080], [-0.077, -0.104, -0.062], [0.026, 0.072, 0.093], [0.006, 0.001, 0.002], [0.035, 0.028, -0.009], [0.000, -0.014, -0.094], [-0.022, 0.009, -0.008], [-0.070, 0.019, 0.035], [-0.004, 0.007, 0.001], [-0.015, -0.004, -0.036], [0.028, -0.167, 0.012], [-0.012, -0.033, 0.005], [-0.029, 0.056, -0.007], [0.062, -0.035, -0.040], [0.001, -0.003, 0.000], [-0.030, -0.035, 0.034], [-0.016, 0.011, -0.032], [0.027, 0.056, -0.035]],
  "mulliken_spin": [0.00, 0.00, 0.00, 0.00, 0.00, 0.07, 0.00, 0.00, 0.00, 0.03, 0.00, 0.00, 0.04, 0.00, -0.08, 0.02, 0.00, 0.00, 0.00, 0.00, 0.00, 0.02, 0.00, 0.00, 0.00, 0.11, 0.00, 0.00, 0.00, 0.01, 0.01, 0.00, 0.00, 0.20, 0.00, 0.17, 0.00, 0.04, 0.22, 0.00, 0.01, 0.00, -0.08, 0.00, 0.01, 0.00, -0.01, 0.02, 0.01, 0.00, 0.00, 0.00, 0.27, 0.00, 0.00, 0.00, 0.00, 0.00, 0.00, 0.00, -0.06, 0.00, 0.02, -0.04, 0.00, 0.00, 0.00, 0.00]
}